Record 1
The following is a quantum chemistry calculation of a single CH3F2N2P molecule at a distorted geometry, from the Open Molecules 2025 dataset.

## Properties
frontier orbital gap	9.115	eV
total energy	-690.50773	hartree

```
! RIJCOSX wB97M-V def2-TZVPD def2/J DEFGRID3
* xyz 0 1
C -0.65112 -0.63050 -0.76364
N -1.78852 -0.09036 -0.16445
N 0.70165 -0.41647 -0.32948
F -3.89006 -0.71776 1.03520
F -3.84067 1.29374 -0.19185
P -3.51851 -0.26586 -0.52278
H 1.32324 -1.09299 -0.64616
H -1.63109 0.22632 0.78446
H 1.05288 0.26812 0.32514
*
```

***

Record 2
The following is a quantum chemistry calculation of a single C4H7NO2 molecule, from the Open Molecules 2025 dataset.

## Properties
frontier orbital gap	10.727	eV
total energy	-361.83579	hartree

```
! RIJCOSX wB97M-V def2-TZVPD def2/J DEFGRID3
* xyz 0 1
C -1.41062 0.81248 -0.12891
C -0.28520 -0.17049 0.07494
C 1.07648 0.46226 0.30829
N 1.86287 0.53445 -0.79525
O 1.38932 0.91129 1.39640
C -0.50612 -1.49878 0.63323
O -0.30065 -1.31784 -0.77028
H -2.36718 0.28879 -0.21663
H -1.45429 1.51256 0.70993
H -1.24384 1.38288 -1.04897
H 2.80059 0.88741 -0.67148
H 1.63033 0.01098 -1.62522
H 0.29816 -2.00272 1.16753
H -1.51373 -1.78539 0.93021
*
```

***

Record 3
The following is a quantum chemistry calculation of 2 unconnected molecules or ions with the total composition C5H10O2, from the Open Molecules 2025 dataset.

## Properties
frontier orbital gap	10.501	eV
total energy	-346.89357	hartree

```
! RIJCOSX wB97M-V def2-TZVPD def2/J DEFGRID3
* xyz 0 1
C 0.99078 1.15709 -0.98307
C 0.05822 1.22353 -0.04115
C -1.20638 0.39556 -0.09695
O -1.65027 0.38317 -1.43915
C -0.87028 -1.02085 0.42697
C 0.23627 -0.89603 1.44834
O 1.26509 -1.52840 1.43229
H 1.90830 1.73423 -0.91748
H 0.86357 0.51995 -1.85483
H 0.20107 1.86106 0.82807
H -1.96382 0.85746 0.55446
H -2.45305 -0.14817 -1.49960
H -1.73081 -1.52370 0.89147
H -0.51173 -1.63672 -0.40375
H 0.05694 -0.15322 2.25269
H 2.44215 -0.33829 -0.54649
H 2.36394 -0.88667 -0.05183
*
```

***

So what do the calculations give for relative energy (zero: lowest compared OMol25 entry of this formula, charge and spin)? Going down the list: 18.5; 28.3; 82.7 kcal/mol.